No. 1
Molecular formula: C52H94O18
Method: DFT, the ωB97M-V functional and the def2-TZVPD basis

```
164
C52H94O18 | the OMol25 dataset | the ωB97M-V functional and the def2-TZVPD basis
C 0.65649 -4.15727 -3.26814
C 1.85476 -5.01161 -3.66368
C 1.48216 -6.44396 -3.22330
O 0.70364 -6.25352 -2.04350
C -0.13548 -5.08641 -2.29105
H -0.02779 -3.93398 -4.08668
H 1.00966 -3.20087 -2.88256
H 2.79844 -4.63218 -3.27176
H 2.04731 -4.87550 -4.72787
H 2.27226 -7.13752 -2.93553
H 0.86301 -6.99029 -3.93483
H -0.33899 -4.60640 -1.33382
H -1.11475 -5.24711 -2.74194
C 0.30529 0.06078 4.90565
C -0.11587 0.35742 6.34243
C -0.61168 -0.94890 6.88023
O 0.10210 -1.92502 6.15957
C 0.10711 -1.45653 4.80576
H 1.36283 0.32059 4.85881
H -0.29181 0.64352 4.20423
H -0.88247 1.12678 6.43464
H 0.67817 0.74821 6.97873
H -1.69842 -0.98680 6.80506
H -0.25313 -1.09945 7.89851
H -0.84101 -1.69597 4.32427
H 0.83747 -1.99887 4.20532
C -0.75291 3.76784 3.87135
C -2.24420 3.48306 4.14902
C -2.86107 4.81519 3.70951
O -1.95724 5.79729 4.21661
C -0.59752 5.24814 4.25267
H -0.38268 3.55702 2.86807
H -0.09630 3.18212 4.51470
H -2.51258 3.30264 5.18995
H -2.62333 2.60394 3.62794
H -3.91036 4.94955 3.97226
H -2.79106 4.78972 2.62206
H -0.13170 5.34912 5.23293
H 0.04804 5.77650 3.55111
C -3.88128 -0.84029 -2.86051
C -3.61713 -1.18301 -4.36875
C -2.64661 -2.34390 -4.24611
O -2.61799 -2.72371 -2.86531
C -3.71416 -2.17058 -2.16232
H -4.83210 -0.33146 -2.70197
H -3.05613 -0.16355 -2.63860
H -3.23111 -0.37229 -4.98666
H -4.48205 -1.53101 -4.93347
H -1.65846 -1.99573 -4.54687
H -2.96793 -3.18946 -4.85428
H -3.62664 -2.13647 -1.07638
H -4.63002 -2.75124 -2.27242
C 4.94198 -1.04933 -1.35783
C 5.76004 -2.24477 -0.94516
C 5.12366 -3.40575 -1.69877
O 3.95746 -2.85188 -2.30318
C 3.56692 -1.60404 -1.76960
H 5.34430 -0.51801 -2.22035
H 4.83633 -0.26704 -0.60619
H 5.72569 -2.44914 0.12496
H 6.82948 -2.18151 -1.14616
H 4.88565 -4.23199 -1.02886
H 5.82953 -3.68090 -2.48244
H 2.97310 -1.76547 -0.86992
H 3.06919 -0.87742 -2.41177
C -4.79940 1.72399 0.83926
C -4.86898 3.01605 0.07916
C -3.95844 2.74188 -1.08559
O -3.04936 1.78010 -0.60343
C -3.54101 1.01341 0.42761
H -5.57010 1.00300 0.56667
H -4.73103 1.78243 1.92555
H -4.51509 3.89068 0.62495
H -5.91074 3.17199 -0.20109
H -3.48002 3.67722 -1.37605
H -4.42053 2.30151 -1.96913
H -2.79208 1.03221 1.21935
H -3.69816 0.03657 -0.02977
C 0.27769 0.66444 0.95445
C -0.39293 -0.68771 1.03004
C -0.40825 -1.11797 -0.45796
O 0.78329 -0.59968 -0.98469
C 1.25317 0.52532 -0.19433
H 0.68257 0.88698 1.94170
H -0.42092 1.46998 0.72827
H -1.35199 -0.57449 1.53549
H 0.16349 -1.39534 1.64467
H -1.34616 -0.78509 -0.90250
H -0.48114 -2.20075 -0.55983
H 1.29372 1.39730 -0.84709
H 2.22713 0.29087 0.23526
C 1.24645 -4.41923 1.51649
C 2.37690 -3.70100 2.16620
C 3.48789 -4.64337 2.16593
O 3.19231 -5.58931 1.14163
C 1.99705 -5.26514 0.47143
H 0.58761 -3.69848 1.03220
H 0.73367 -4.96621 2.30768
H 2.05641 -3.34626 3.14576
H 2.62167 -2.75347 1.68623
H 3.49160 -5.14326 3.13453
H 4.38038 -4.05296 1.95863
H 1.44631 -6.16828 0.20852
H 2.32867 -4.70950 -0.40572
O -1.04912 2.90858 -4.66215
C -0.58197 1.79830 -4.83025
O -0.28840 1.24706 -6.10250
C 0.28749 -0.01289 -6.05370
C 0.62011 -0.15976 -4.51519
C -0.35350 0.68479 -3.75383
H 1.21428 -0.10855 -6.61940
H -0.43472 -0.76099 -6.38059
H 1.63020 0.16358 -4.26365
H 0.66454 -1.20112 -4.19628
H 0.06427 1.07711 -2.82666
H -1.24850 0.11623 -3.50124
O -2.52144 6.19066 0.28969
C -1.66297 5.64686 -0.40595
O -1.49067 5.99673 -1.71302
C -0.34618 5.36977 -2.28102
C -0.14720 4.17146 -1.40951
C -0.69138 4.53492 -0.03810
H 0.49939 6.05692 -2.25054
H -0.60162 5.10832 -3.30791
H 0.84235 3.71485 -1.38950
H -0.83938 3.46870 -1.87332
H -0.08375 5.08637 0.67939
H -1.30106 3.79089 0.47453
O -2.72356 -2.68641 2.60694
C -3.92349 -2.88281 2.73975
O -4.35501 -3.27450 3.98999
C -5.70878 -3.51030 3.91864
C -6.24993 -2.74730 2.67624
C -5.04852 -2.71203 1.79112
H -6.22414 -3.14383 4.80645
H -5.89348 -4.58275 3.85670
H -6.61526 -1.74761 2.91133
H -7.11841 -3.27839 2.28665
H -4.91359 -1.76296 1.27232
H -4.97238 -3.52156 1.06520
O 4.27095 2.05602 -1.06325
C 4.09925 2.41628 -2.23070
O 2.81220 2.82518 -2.64947
C 2.78365 3.00446 -4.02286
C 4.20945 3.29587 -4.42544
C 5.06250 2.50589 -3.40302
H 2.11769 3.81257 -4.32545
H 2.41746 2.11043 -4.52755
H 4.37982 4.36997 -4.35198
H 4.44083 3.00013 -5.44872
H 6.04525 2.91638 -3.17106
H 5.18081 1.50575 -3.81995
O 3.55294 0.55070 3.44894
C 3.39111 1.76676 3.19120
O 2.94541 2.61089 4.10688
C 2.92748 3.95516 3.63370
C 2.98273 3.78501 2.12469
C 3.69330 2.48583 1.88907
H 3.80940 4.52264 3.93082
H 2.06860 4.54731 3.94960
H 3.53803 4.59324 1.64877
H 2.03527 3.78614 1.58579
H 4.76990 2.65545 1.90512
H 3.30136 1.96377 1.01618
```

Its orbital gap is 9.10 eV. The total energy comes out at -3391.9104 Eh. Its lowest unoccupied orbital energy is 0.223 eV. The energy above the lowest of the compared OMol25 structures with the same formula, charge and spin comes out at 0.743 eV. Its spin multiplicity is 1. As for the strongest force on any atom: 0.08860 Eh/bohr.

Mulliken population analysis, charges in e, atoms 1 to 2: 1.271, -0.255

No. 2
Molecular formula: C52H97F3O26
Method: DFT, the ωB97M-V functional and the def2-TZVPD basis

```
178
C52H97F3O26 | the OMol25 dataset | the ωB97M-V functional and the def2-TZVPD basis
O 1.39342 -4.49076 1.05402
C 0.53604 -5.29570 0.88429
O -0.47108 -5.51142 1.73851
C -1.34663 -6.59684 1.39057
C -0.71013 -7.26980 0.17007
C 0.41339 -6.32175 -0.24714
H -2.28733 -6.16380 1.25126
H -1.33752 -7.23199 2.27856
H -1.41903 -7.37806 -0.61943
H -0.28082 -8.23615 0.42203
H 0.27938 -5.91783 -1.23011
H 1.35635 -6.84809 -0.15442
O -4.58684 -1.05364 -4.80633
C -3.41533 -1.07374 -4.67129
O -2.64025 -1.70868 -5.55471
C -1.27978 -1.47175 -5.25804
C -1.19960 -1.05675 -3.78877
C -2.55353 -0.37962 -3.60672
H -0.88279 -0.64803 -5.83063
H -0.72849 -2.34981 -5.46545
H -0.36809 -0.41457 -3.58408
H -1.16641 -1.99542 -3.25628
H -2.52335 0.74302 -3.81463
H -3.03291 -0.62689 -2.66723
O -0.47266 1.50687 -1.19862
C -0.41776 0.34276 -0.81566
O 0.63581 -0.41820 -0.91726
C 0.34527 -1.79174 -0.51361
C -0.86807 -1.75737 0.38647
C -1.46564 -0.32569 0.03779
H 1.16718 -2.18601 0.09881
H 0.23945 -2.41869 -1.40338
H -0.47109 -1.75766 1.39549
H -1.46995 -2.68574 0.10321
H -1.55343 0.15523 0.99017
H -2.47087 -0.40636 -0.43663
O -2.07365 -4.79678 -1.22699
C -3.16620 -4.80395 -1.78006
O -3.40390 -3.98141 -2.82655
C -4.70853 -4.38062 -3.48928
C -5.50544 -4.93375 -2.26609
C -4.34349 -5.67149 -1.57154
H -4.52443 -5.14162 -4.23145
H -5.07237 -3.51171 -3.99927
H -6.25696 -5.64014 -2.66335
H -6.02315 -4.14562 -1.71720
H -4.15076 -6.57855 -2.21044
H -4.50647 -5.99229 -0.49712
O 2.57952 -2.74840 -5.36528
C 2.55396 -1.60899 -5.00353
O 2.04697 -1.12661 -3.89535
C 2.23642 0.32537 -3.86850
C 2.33363 0.76524 -5.35180
C 3.13013 -0.45787 -5.87330
H 3.23575 0.54455 -3.38861
H 1.45341 0.78211 -3.28316
H 2.77399 1.76229 -5.43896
H 1.36043 0.85190 -5.82012
H 4.21956 -0.44157 -5.74192
H 2.91088 -0.70982 -6.91520
O -2.99696 3.07158 -2.84734
C -1.89242 3.53417 -2.81839
O -0.95022 3.19308 -3.72041
C 0.33422 3.71495 -3.31382
C 0.05413 5.02630 -2.55560
C -1.34188 4.66432 -1.93934
H 0.94333 3.93801 -4.17888
H 0.75048 2.97217 -2.61520
H -0.02111 5.92149 -3.17087
H 0.82224 5.08495 -1.79602
H -2.07045 5.47252 -1.98400
H -1.15115 4.35093 -0.92343
C -6.80110 1.86807 -2.32955
C -5.57038 1.02294 -2.43389
O -5.40571 0.28112 -1.19259
C -5.91117 -0.91020 -1.13696
O -6.66867 -1.43235 -1.89584
C -5.29630 -1.68858 0.10067
F -6.33954 -2.46341 0.51569
F -4.29649 -2.38350 -0.27828
F -4.96077 -0.86140 1.08652
H -7.67695 1.22574 -2.07338
H -6.87424 2.40309 -3.31872
H -6.74231 2.55936 -1.53682
H -4.64946 1.60681 -2.59201
H -5.60727 0.30151 -3.30377
C 5.48260 1.67212 -3.44372
O 4.44183 2.61964 -3.07875
C 4.87174 3.46206 -1.98899
C 3.60777 3.93813 -1.29435
O 3.01098 2.86608 -0.61874
C 1.83916 3.22365 0.05996
C 1.55350 2.20966 1.12528
O 2.38535 2.54510 2.15281
C 2.34465 1.57178 3.15515
H 5.68715 0.95565 -2.63751
H 6.39543 2.28476 -3.57294
H 5.17312 1.20801 -4.36856
H 5.49507 4.32768 -2.28146
H 5.39249 2.85739 -1.28712
H 2.84121 4.32943 -2.03583
H 3.83535 4.79851 -0.65627
H 0.99579 3.18811 -0.62504
H 1.93953 4.22808 0.49330
H 1.66479 1.19959 0.76837
H 0.55993 2.41058 1.46531
H 1.34726 1.40246 3.59157
H 3.07185 1.73506 3.90136
H 2.63393 0.57987 2.74532
C -8.91711 3.71516 0.36156
O -7.66774 4.31795 0.15432
C -7.30072 5.10923 1.20660
C -5.86786 5.52136 1.12021
O -4.95846 4.47212 1.46464
C -4.15463 4.07022 0.35188
C -3.33659 2.86495 0.69559
O -2.30804 3.19518 1.57783
C -2.70551 3.28067 2.91528
H -8.99498 3.05392 1.22706
H -9.18624 3.10264 -0.48879
H -9.72156 4.39006 0.39959
H -7.42828 4.62486 2.14977
H -7.85762 6.05165 1.17095
H -5.84512 6.31526 1.86554
H -5.66161 5.90075 0.08886
H -3.43039 4.86823 0.12940
H -4.75232 3.72252 -0.50341
H -2.94209 2.53273 -0.26955
H -3.93444 2.12720 1.23437
H -3.53549 3.97136 3.01290
H -1.84140 3.55656 3.53048
H -3.08403 2.27082 3.29324
C 3.57301 -1.50404 -0.06047
O 4.89358 -1.32527 0.58430
C 5.03429 0.11357 0.76048
C 6.41737 0.37207 1.20721
O 6.61276 -0.07289 2.51759
C 7.97179 -0.08148 2.99142
C 7.88026 0.26185 4.44384
O 7.89426 1.68075 4.67802
C 7.87260 1.85995 6.06086
H 2.84298 -1.00969 0.55512
H 3.40118 -2.57039 -0.14497
H 3.48006 -0.98958 -1.03309
H 4.34771 0.52546 1.54488
H 4.76685 0.59238 -0.16865
H 6.67538 1.42520 1.22570
H 7.11564 -0.15983 0.49252
H 8.61611 0.58435 2.41120
H 8.37795 -1.06929 2.86746
H 8.64106 -0.24504 5.01661
H 6.91728 -0.12660 4.81956
H 8.80040 1.52870 6.47748
H 7.05238 1.31719 6.53313
H 7.79161 2.88615 6.32481
C 4.76799 -2.90958 6.94923
O 4.03237 -3.14318 5.77670
C 4.61351 -2.47505 4.66858
C 3.65179 -2.51361 3.51043
O 2.43952 -1.82725 3.70838
C 1.41919 -2.58490 4.32309
C 0.27893 -1.61946 4.70393
O -0.48252 -1.20613 3.60570
C -1.46520 -0.23680 4.03801
H 4.74821 -1.86797 7.23293
H 5.80922 -3.19004 6.64649
H 4.41492 -3.54766 7.78539
H 5.53662 -3.00876 4.38636
H 4.78967 -1.40263 4.81720
H 3.42478 -3.56809 3.33287
H 4.11276 -2.09517 2.63655
H 1.81204 -3.06286 5.23305
H 1.02097 -3.35120 3.66899
H 0.71174 -0.79067 5.21342
H -0.39564 -2.14708 5.38227
H -0.96458 0.72653 4.26783
H -2.02187 -0.58036 4.88775
H -2.09517 -0.03366 3.17891
```

Its orbital gap is 9.73 eV. The total energy comes out at -4295.2078 Eh. Its lowest unoccupied orbital energy is 0.664 eV. Its spin multiplicity is 1. As for the strongest force on any atom: 0.09128 Eh/bohr. Its structure (SMILES) is CCOC(=O)C(F)(F)F.COCCOCCOC.COCCOCCOC.COCCOCCOC.COCCOCCOC.O=C1CCCO1.O=C1CCCO1.O=C1CCCO1.O=C1CCCO1.O=C1CCCO1.O=C1CCCO1.

Mulliken population analysis, charges in e, atoms 1 to 2: -0.515, 0.679